w:
Density functional theory data (ωB97M-V/def2-TZVPD) for a 2-piece molecular cluster, CH2BrNO overall.

* E_HOMO: -9.37 eV
* Kohn-Sham gap: 9.6 eV

Last column: natural (NBO) charge in e.
Positions of all 6 atoms, in Å:
C -1.24 -0.97 -0.62  0.512
N 0.44 1.03 0.21  -0.936
O -1.82 -1.72 0.11  -0.525
Br 2.17 0.28 -0.06  0.097
H 0.44 0.25 1.09  0.438
H 0.01 1.13 -0.73  0.415

x:
Density functional theory data (ωB97M-V/def2-TZVPD) for a 2-piece molecular cluster, CH2BrNO overall.

* E_HOMO (spin up / spin down): -8.82 / -8.82 eV
* Kohn-Sham gap (spin up / spin down): 8.8 / 8.8 eV

Last column: natural (NBO) charge in e.
Positions of all 6 atoms, in Å:
C -0.44 -0.15 -0.04  0.340
N 0.72 0.39 -0.03  -0.738
O -0.65 -2.15 -0.05  -0.650
Br -2.02 0.70 0.12  0.201
H 1.55 -0.19 -0.10  0.443
H 0.84 1.39 0.10  0.403

Least stable structure: x

w:
Density functional theory data (ωB97M-V/def2-TZVPD) for a 2-piece molecular cluster, C5H6Cl2 overall.

* E_HOMO: -8.77 eV
* Kohn-Sham gap: 8.0 eV

Last column: natural (NBO) charge in e.
Positions of all 13 atoms, in Å:
C -0.48 -0.17 0.87  0.160
C -0.54 -1.10 1.75  -0.522
C -0.30 0.72 -0.16  -0.296
C 1.93 0.20 -0.75  -0.130
C -1.11 0.55 -1.37  -0.633
Cl 2.00 -1.49 -0.50  0.011
Cl 2.79 0.98 0.51  0.012
H 0.34 -1.65 1.88  0.228
H -1.33 -1.13 2.49  0.235
H 0.47 1.51 0.13  0.259
H -1.29 1.51 -1.81  0.223
H -1.96 0.06 -0.98  0.226
H -0.53 0.01 -2.06  0.228

x:
Density functional theory data (ωB97M-V/def2-TZVPD) for a single C5H6Cl2 molecule.

* structure (SMILES): ClC1(Cl)CC12CC2
* E_HOMO: -9.74 eV
* Kohn-Sham gap: 10.6 eV

Last column: natural (NBO) charge in e.
Positions of all 13 atoms, in Å:
Cl -2.18 1.34 -0.17  -0.024
C -1.37 -0.19 0.19  -0.097
Cl -2.38 -1.51 -0.04  0.063
C -0.50 -0.11 1.39  -0.395
C 0.10 -0.14 0.10  -0.097
C 1.04 0.78 -0.58  -0.379
C 1.12 -0.70 -0.82  -0.389
H -0.48 -0.84 2.10  0.225
H -0.56 0.84 1.85  0.225
H 1.84 1.25 -0.09  0.214
H 0.76 1.36 -1.43  0.214
H 0.65 -0.77 -1.78  0.215
H 1.95 -1.31 -0.73  0.226

Least stable structure: w

w:
Density functional theory data (ωB97M-V/def2-TZVPD) for a single C3H4FNS molecule.

* structure (SMILES): NC(=S)/C=C\F
* E_HOMO: -8.59 eV
* Kohn-Sham gap: 8.0 eV

Last column: natural (NBO) charge in e.
Positions of all 10 atoms, in Å:
N -0.55 1.36 -0.14  -0.765
C -1.11 0.15 -0.23  0.062
S -2.74 -0.23 -0.11  -0.135
C -0.08 -0.79 -0.20  -0.354
C 1.27 -0.70 -0.01  0.253
F 2.15 0.29 -0.21  -0.313
H 0.60 1.22 0.39  0.404
H -1.11 2.22 0.25  0.422
H -0.14 -1.81 0.07  0.244
H 1.71 -1.72 0.20  0.182

x:
Density functional theory data (ωB97M-V/def2-TZVPD) for a single C3H4FNS molecule.

* structure (SMILES): CS[C@@H](F)C#N
* E_HOMO: -9.71 eV
* Kohn-Sham gap: 10.3 eV

Last column: natural (NBO) charge in e.
Positions of all 10 atoms, in Å:
C 1.73 -0.26 -0.20  -0.702
S 0.11 -1.15 -0.20  0.208
C -0.95 0.36 0.05  -0.022
F -0.82 1.22 -1.06  -0.342
C -2.33 -0.03 0.28  0.211
N -3.35 -0.35 0.66  -0.251
H 1.72 0.74 -0.03  0.226
H 2.23 -0.60 -1.07  0.227
H 2.25 -0.77 0.52  0.216
H -0.58 0.84 1.05  0.230

Least stable structure: w

w:
Density functional theory data (ωB97M-V/def2-TZVPD) for a single ClH2NOS molecule.

* E_HOMO: -10.21 eV
* Kohn-Sham gap: 10.4 eV

Last column: natural (NBO) charge in e.
Positions of all 6 atoms, in Å:
N 0.60 1.01 0.26  -1.126
O -0.07 -1.45 -0.30  -0.929
S -0.34 -0.05 0.71  1.365
Cl -2.01 0.60 -0.27  -0.208
H 1.44 1.20 0.77  0.401
H 0.38 -1.31 -1.17  0.496

x:
Density functional theory data (ωB97M-V/def2-TZVPD) for a 2-piece molecular cluster, ClH2NOS overall.

* E_HOMO (spin up / spin down): -11.20 / -8.80 eV
* Kohn-Sham gap (spin up / spin down): 10.1 / 7.8 eV

Last column: natural (NBO) charge in e.
Positions of all 6 atoms, in Å:
N 0.15 1.31 -0.84  -0.642
O -0.65 -2.17 0.13  -0.794
S 0.60 -1.50 0.42  1.017
Cl 0.58 -0.79 2.28  -0.212
H -0.11 1.28 -1.82  0.310
H -0.56 1.88 -0.16  0.321

Least stable structure: x

w:
Density functional theory data (ωB97M-V/def2-TZVPD) for C16H13FeNOS3Te4 as an isolated structure.

* expectation value of S²: 8.857
* E_HOMO (spin up / spin down): -2.14 / -3.71 eV
* 2S+1: 6
* Kohn-Sham gap (spin up / spin down): 3.8 / 5.1 eV
* charge: -1

Last column: natural (NBO) charge in e.
Positions of all 39 atoms, in Å:
Fe -3.05 -1.40 0.28  -0.088
S -3.44 -1.25 -1.99  -0.020
C -4.69 -1.43 -0.95  -0.394
S -4.34 -0.06 0.82  -0.221
S -4.06 -2.91 0.91  -0.137
Te -2.79 -1.24 2.30  0.482
Te -4.49 -1.66 4.00  -0.138
Te -0.88 -0.69 7.16  -0.390
Te -2.05 -1.00 4.82  -0.160
C 0.44 0.37 1.10  -0.729
C -0.48 0.94 0.05  0.576
O -1.43 0.32 -0.38  -0.553
C -0.23 2.32 -0.42  -0.079
C 1.06 2.84 -0.54  -0.208
C 1.23 4.15 -0.97  -0.221
C 0.13 4.95 -1.25  -0.199
C -1.15 4.44 -1.11  -0.210
C -1.33 3.12 -0.71  -0.178
H 0.06 -0.55 1.53  0.244
H 0.58 1.08 1.91  0.248
H 1.42 0.16 0.66  0.230
H 1.92 2.23 -0.32  0.212
H 2.23 4.55 -1.08  0.210
H 0.28 5.97 -1.56  0.209
H -2.01 5.06 -1.32  0.216
H -2.33 2.72 -0.59  0.250
N -1.34 -2.62 -0.51  -0.328
C -0.19 -2.57 -0.65  0.330
C 1.22 -2.52 -0.82  -0.114
C 1.76 -2.17 -2.05  -0.178
C 3.13 -2.18 -2.22  -0.213
C 3.96 -2.54 -1.16  -0.192
C 3.42 -2.88 0.07  -0.211
C 2.04 -2.87 0.25  -0.175
H 1.11 -1.91 -2.88  0.234
H 3.56 -1.91 -3.18  0.219
H 5.03 -2.55 -1.31  0.215
H 4.06 -3.17 0.89  0.222
H 1.62 -3.14 1.21  0.239

x:
Density functional theory data (ωB97M-V/def2-TZVPD) for C16H13FeNOS3Te4 as an isolated structure.

* expectation value of S²: 8.882
* E_HOMO (spin up / spin down): -2.37 / -3.83 eV
* 2S+1: 6
* Kohn-Sham gap (spin up / spin down): 4.0 / 5.2 eV
* charge: -1

Last column: natural (NBO) charge in e.
Positions of all 39 atoms, in Å:
Fe -0.14 -0.63 3.32  0.000
S 1.26 1.15 3.86  -0.036
C 1.05 -0.07 4.92  -0.367
S 1.13 -2.07 3.78  -0.255
S -1.32 -0.89 4.86  -0.163
Te -1.14 -2.38 2.78  0.449
Te -1.74 -4.27 4.31  -0.146
Te -3.88 -6.27 0.25  -0.372
Te -2.53 -4.49 1.70  -0.184
C -0.42 -0.94 -0.67  -0.728
C 0.89 -0.57 -0.01  0.580
O 0.96 -0.25 1.15  -0.555
C 2.13 -0.64 -0.83  -0.079
C 2.15 -0.35 -2.19  -0.209
C 3.33 -0.45 -2.91  -0.221
C 4.49 -0.88 -2.28  -0.199
C 4.47 -1.19 -0.93  -0.210
C 3.30 -1.06 -0.20  -0.179
H -1.22 -1.06 0.06  0.244
H -0.31 -1.89 -1.21  0.249
H -0.72 -0.18 -1.39  0.230
H 1.24 -0.02 -2.69  0.212
H 3.34 -0.21 -3.96  0.210
H 5.40 -0.98 -2.85  0.210
H 5.38 -1.53 -0.44  0.216
H 3.28 -1.31 0.85  0.250
N -1.34 1.09 2.45  -0.330
C -1.64 1.55 1.44  0.334
C -2.02 2.12 0.18  -0.110
C -1.32 3.21 -0.33  -0.180
C -1.73 3.79 -1.52  -0.213
C -2.83 3.29 -2.19  -0.191
C -3.52 2.20 -1.69  -0.211
C -3.12 1.60 -0.50  -0.177
H -0.47 3.61 0.22  0.234
H -1.19 4.64 -1.91  0.219
H -3.15 3.75 -3.12  0.216
H -4.38 1.81 -2.21  0.223
H -3.66 0.75 -0.10  0.239

Least stable structure: w

w:
Density functional theory data (ωB97M-V/def2-TZVPD) for a 2-piece molecular cluster, C2H3Cl2NO2 overall.

* structure (SMILES): ON=C(Cl)Cl.C=O
* E_HOMO: -10.11 eV
* Kohn-Sham gap: 10.4 eV

Last column: natural (NBO) charge in e.
Positions of all 10 atoms, in Å:
O -1.83 1.57 1.33  -0.538
N -1.75 0.21 1.21  -0.127
C -1.86 -0.43 0.17  0.125
Cl -1.62 -2.14 0.30  0.080
Cl -2.43 0.20 -1.38  -0.007
H -2.21 2.10 0.64  0.474
C 0.89 0.86 -0.20  0.280
O 1.49 -0.10 -0.58  -0.486
H 0.72 1.83 -0.77  0.079
H 0.41 1.10 0.75  0.120

x:
Density functional theory data (ωB97M-V/def2-TZVPD) for C2H3Cl2NO2 as an isolated structure.

* E_HOMO (spin up / spin down): -9.95 / -9.88 eV
* Kohn-Sham gap (spin up / spin down): 7.8 / 7.9 eV

Last column: natural (NBO) charge in e.
Positions of all 10 atoms, in Å:
C 0.20 0.42 0.02  0.778
C -0.05 1.37 1.25  -0.682
N -0.44 -2.64 -1.37  -0.472
O 1.29 0.41 -0.54  -0.630
O -0.83 -0.27 -0.24  -0.589
Cl -1.12 -1.33 -1.88  0.744
Cl 1.25 -2.72 -1.67  0.172
H 0.65 1.17 1.96  0.227
H -1.05 1.31 1.74  0.219
H 0.10 2.27 0.74  0.232

Least stable structure: x

w:
Density functional theory data (ωB97M-V/def2-TZVPD) for a 2-piece molecular cluster, C3H2BrClF2 overall.

* E_HOMO: -10.96 eV
* Kohn-Sham gap: 10.3 eV

Last column: natural (NBO) charge in e.
Positions of all 9 atoms, in Å:
C -0.73 0.59 -0.17  -0.534
C -0.08 -0.36 0.80  0.716
C 0.66 0.12 -0.38  -0.147
F 0.04 -0.32 2.05  -0.232
F -0.57 -2.06 0.30  -0.498
Cl 0.97 -1.01 -1.75  0.051
Br 2.09 1.51 -0.30  0.077
H -1.42 -0.11 -0.68  0.298
H -0.95 1.62 0.13  0.269

x:
Density functional theory data (ωB97M-V/def2-TZVPD) for a 2-piece molecular cluster, C3H2BrClF2 overall.

* E_HOMO (spin up / spin down): -10.81 / -8.92 eV
* Kohn-Sham gap (spin up / spin down): 9.7 / 5.2 eV

Last column: natural (NBO) charge in e.
Positions of all 9 atoms, in Å:
C 0.36 0.26 0.51  -0.529
C -1.04 -0.10 0.34  0.642
C 0.02 -0.69 -0.52  -0.061
F -1.64 -0.93 1.20  -0.322
F -1.99 0.74 -0.05  -0.306
Cl 0.60 -2.10 -1.30  0.098
Br 2.27 1.59 -2.22  -0.020
H 0.57 1.32 0.49  0.261
H 0.85 -0.09 1.54  0.237

Least stable structure: x

w:
Density functional theory data (ωB97M-V/def2-TZVPD) for an isolated ion of composition C4H9N5O2 and charge +2.

* structure (SMILES): [H]/N=C(\[NH+]=C\[NH3+])C(/N=O)=C(/N)O
* E_HOMO (spin up / spin down): -15.48 / -17.86 eV
* Kohn-Sham gap (spin up / spin down): 6.2 / 9.4 eV
* charge: +2

Last column: natural (NBO) charge in e.
Positions of all 20 atoms, in Å:
H -0.53 -2.79 0.64  0.389
N 0.08 -2.15 0.34  -0.629
C -0.21 -0.97 0.02  0.409
N -1.42 -0.32 0.32  -0.547
C -1.83 0.87 -0.07  0.115
N -3.07 1.42 0.43  -0.710
C 1.06 -0.11 -0.14  -0.042
N 1.22 1.06 0.43  0.158
O 0.52 2.01 0.79  -0.160
C 2.34 -0.73 -0.66  0.709
N 3.40 0.08 -0.79  -0.695
O 2.40 -1.97 -0.96  -0.580
H -2.21 -0.76 0.88  0.430
H -1.06 1.52 -0.53  0.243
H -3.79 1.66 -0.23  0.462
H -2.85 2.36 0.75  0.479
H -3.65 0.75 1.04  0.472
H 3.60 1.07 -0.57  0.478
H 4.18 -0.42 -1.22  0.451
H 1.81 -2.58 -0.48  0.569

x:
Density functional theory data (ωB97M-V/def2-TZVPD) for an isolated ion of composition C4H9N5O2 and charge +2.

* structure (SMILES): [H]/N=C(\[NH+]=C\[NH3+])C(/N=O)=C(/N)O
* E_HOMO (spin up / spin down): -17.43 / -17.43 eV
* Kohn-Sham gap (spin up / spin down): 8.7 / 8.7 eV
* charge: +2

Last column: natural (NBO) charge in e.
Positions of all 20 atoms, in Å:
H 2.64 -0.02 1.49  0.419
N 2.26 -0.19 0.57  -0.618
C 1.03 -0.27 0.42  0.452
N -0.13 -0.56 1.31  -0.616
C -1.24 -1.15 0.90  0.319
N -2.37 -1.07 1.83  -0.712
C 0.49 0.23 -0.84  -0.121
N -0.76 0.61 -0.99  0.125
O -1.80 0.15 -0.53  -0.253
C 1.34 0.99 -1.72  0.662
N 0.86 1.69 -2.69  -0.685
O 2.63 0.94 -1.63  -0.568
H -0.10 -0.25 2.32  0.443
H -1.08 -2.11 0.42  0.262
H -2.59 -0.27 2.33  0.467
H -2.16 -1.89 2.52  0.485
H -3.27 -1.26 1.31  0.497
H -0.11 1.96 -2.84  0.453
H 1.53 2.22 -3.32  0.462
H 2.83 0.26 -0.85  0.526

Least stable structure: w

w:
Density functional theory data (ωB97M-V/def2-TZVPD) for a single CH3NOP2 molecule.

* E_HOMO (spin up / spin down): -9.62 / -9.62 eV
* Kohn-Sham gap (spin up / spin down): 7.8 / 7.8 eV

Last column: natural (NBO) charge in e.
Positions of all 8 atoms, in Å:
C 1.53 0.18 0.04  0.019
N -1.23 0.43 1.27  -0.956
O 2.66 0.31 -0.44  -0.497
P 0.50 -1.14 0.53  0.443
P -1.21 -0.21 -0.10  0.980
H 1.02 1.15 0.51  0.145
H -1.10 0.62 -1.09  -0.079
H -2.19 -1.33 -0.72  -0.055

x:
Density functional theory data (ωB97M-V/def2-TZVPD) for a 2-piece molecular cluster, CH3NOP2 overall.

* E_HOMO: -7.04 eV
* Kohn-Sham gap: 6.1 eV

Last column: natural (NBO) charge in e.
Positions of all 8 atoms, in Å:
C -1.67 0.35 1.85  0.186
N 0.08 -0.26 -1.52  -1.235
O -0.93 -0.47 2.27  -0.532
P -1.36 0.05 -1.01  0.956
P 1.67 -0.48 -0.90  0.562
H -2.07 1.01 2.65  0.121
H 2.41 -1.08 -1.96  -0.043
H 1.87 0.88 -1.38  -0.016

Least stable structure: w

w:
Density functional theory data (ωB97M-V/def2-TZVPD) for an isolated ion of composition HI3OP and charge +1.

* E_HOMO: -14.45 eV
* Kohn-Sham gap: 7.8 eV
* charge: +1

Last column: natural (NBO) charge in e.
Positions of all 6 atoms, in Å:
O 0.23 0.54 -0.25  -0.948
P -0.21 1.59 -1.62  0.726
I 0.77 3.72 -1.33  0.262
I -2.59 1.98 -1.30  0.190
I 0.51 0.30 -3.53  0.235
H -0.38 -0.30 -0.18  0.534

x:
Density functional theory data (ωB97M-V/def2-TZVPD) for HI3OP as an isolated structure.

* E_HOMO: -13.43 eV
* Kohn-Sham gap: 6.6 eV
* charge: +1

Last column: natural (NBO) charge in e.
Positions of all 6 atoms, in Å:
O 0.63 0.27 -1.33  -1.010
P -0.32 -0.86 -0.73  1.066
I -2.39 -0.30 -1.87  0.085
I -0.81 0.41 2.08  0.147
I 1.37 0.56 3.59  0.154
H 1.51 -0.09 -1.73  0.558

Least stable structure: x

w:
Density functional theory data (ωB97M-V/def2-TZVPD) for an isolated ion of composition CH5OS2 and charge -1.

* E_HOMO: -2.65 eV
* Kohn-Sham gap: 6.5 eV
* charge: -1

Last column: natural (NBO) charge in e.
Positions of all 9 atoms, in Å:
O -1.16 -1.64 -0.71  -1.074
H -1.59 -1.91 -1.46  0.448
C -0.46 0.13 1.08  -0.740
S 0.26 -0.41 -0.56  0.307
S 1.84 1.36 -0.69  -0.694
H -1.14 -0.55 1.47  0.228
H -0.93 1.21 0.88  0.187
H 0.35 0.54 1.71  0.215
H 2.83 1.27 -1.72  0.123

x:
Density functional theory data (ωB97M-V/def2-TZVPD) for an isolated ion of composition CH5OS2 and charge -1.

* E_HOMO: -3.07 eV
* Kohn-Sham gap: 7.0 eV
* charge: -1

Last column: natural (NBO) charge in e.
Positions of all 9 atoms, in Å:
O 0.00 1.92 -1.04  -1.021
H 0.58 2.46 -0.49  0.435
C 0.61 -0.71 -0.63  -0.756
S -0.35 0.55 0.29  0.269
S -0.90 -0.81 2.23  -0.665
H 1.03 -1.40 0.11  0.220
H -0.04 -1.23 -1.33  0.189
H 1.27 -0.10 -1.23  0.226
H -2.22 -0.69 2.09  0.103

Least stable structure: w

w:
Density functional theory data (ωB97M-V/def2-TZVPD) for a single C2H2Cl3NO molecule.

* E_HOMO (spin up / spin down): -10.08 / -8.85 eV
* Kohn-Sham gap (spin up / spin down): 8.3 / 6.3 eV

Last column: natural (NBO) charge in e.
Positions of all 9 atoms, in Å:
C -0.10 -0.14 -0.61  0.192
C -0.35 -0.30 0.85  0.159
N -0.04 -1.33 1.51  -0.587
O 0.76 -0.99 -1.26  -0.634
Cl -0.60 1.11 -1.52  0.377
Cl 0.60 3.25 -2.01  -0.415
Cl -1.14 1.16 1.38  0.018
H 1.42 -1.41 -0.73  0.511
H -0.54 -1.36 2.40  0.377

x:
Density functional theory data (ωB97M-V/def2-TZVPD) for a 2-piece molecular cluster, C2H2Cl3NO overall.

* E_HOMO (spin up / spin down): -8.96 / -8.92 eV
* Kohn-Sham gap (spin up / spin down): 8.5 / 8.0 eV

Last column: natural (NBO) charge in e.
Positions of all 9 atoms, in Å:
C 0.61 0.09 -0.47  0.322
C 0.85 -2.17 0.61  -0.305
N -0.57 0.55 0.01  -0.355
O -0.41 0.04 -1.34  -0.363
Cl 2.37 -2.88 0.81  0.076
Cl -0.05 -2.07 2.12  0.014
Cl -0.11 -2.97 -0.58  0.026
H 1.48 0.63 -0.78  0.203
H -1.34 -0.21 0.32  0.384

Least stable structure: x